(1)
This record from OMol25 describes 9 unconnected molecules or ions with the total composition C58H73BOSi at a distorted geometry. The level of theory is ωB97M-V with the def2-TZVPD basis set.

The geometry in ORCA input format:
```
! wB97M-V def2-TZVPD RIJCOSX def2/J DEFGRID3
* xyz 0 1
C 3.25 -2.59 0.00
C 3.04 -3.41 -1.28
C 4.16 -4.46 -1.42
C 2.86 -2.61 -2.59
C 3.27 -1.11 -2.56
B 1.95 -0.25 -2.56
C 1.15 0.28 -1.31
C -0.31 0.70 -1.61
O -1.28 -0.07 -0.90
Si -1.54 -1.64 -1.40
C -0.45 -2.86 -0.48
C -1.23 -1.90 -3.24
C -3.34 -2.08 -1.00
H 4.30 -2.53 0.24
H 2.78 -3.11 0.83
H 2.82 -1.59 -0.04
H 2.13 -3.99 -1.13
H 4.58 -4.69 -0.45
H 4.93 -4.14 -2.11
H 3.73 -5.38 -1.80
H 3.46 -3.09 -3.35
H 1.83 -2.71 -2.93
H 3.97 -0.88 -1.76
H 3.78 -0.89 -3.49
H 1.50 0.02 -3.64
H 1.69 1.18 -0.99
H 1.16 -0.38 -0.45
H -0.49 0.70 -2.68
H -0.43 1.73 -1.28
H 0.57 -2.48 -0.51
H -0.75 -2.94 0.56
H -0.46 -3.82 -0.99
H -1.17 -1.00 -3.84
H -0.36 -2.53 -3.41
H -2.08 -2.46 -3.63
H -3.34 -2.87 -0.25
H -3.84 -2.49 -1.87
H -3.85 -1.22 -0.59
C -0.70 -8.94 -1.71
C -0.09 -8.10 -0.79
C 0.46 -6.90 -1.22
C 0.40 -6.54 -2.56
C -0.21 -7.39 -3.47
C -0.76 -8.59 -3.05
H -1.13 -9.88 -1.38
H -0.04 -8.38 0.25
H 0.94 -6.24 -0.51
H 0.83 -5.60 -2.89
H -0.25 -7.11 -4.52
H -1.23 -9.25 -3.76
C 1.80 4.55 -1.12
C 1.54 5.71 -0.40
C 0.46 6.51 -0.74
C -0.36 6.15 -1.80
C -0.10 4.99 -2.52
C 0.98 4.19 -2.18
H 2.64 3.92 -0.85
H 2.19 5.99 0.42
H 0.26 7.41 -0.18
H -1.21 6.77 -2.07
H -0.75 4.70 -3.34
H 1.18 3.28 -2.73
C 1.99 4.54 5.46
C 1.45 5.79 5.17
C 0.86 6.03 3.94
C 0.81 5.02 2.99
C 1.35 3.77 3.27
C 1.93 3.53 4.51
H 2.45 4.35 6.42
H 1.50 6.58 5.91
H 0.45 7.00 3.72
H 0.36 5.20 2.02
H 1.31 2.98 2.52
H 2.35 2.55 4.73
C 5.16 6.00 0.37
C 5.77 6.80 1.33
C 6.33 8.02 0.98
C 6.28 8.44 -0.34
C 5.68 7.65 -1.31
C 5.12 6.43 -0.95
H 4.72 5.05 0.65
H 5.80 6.47 2.36
H 6.79 8.64 1.73
H 6.72 9.39 -0.62
H 5.65 7.98 -2.34
H 4.65 5.81 -1.71
C 5.23 6.30 5.51
C 6.56 6.07 5.18
C 7.57 6.53 6.01
C 7.26 7.23 7.17
C 5.93 7.46 7.50
C 4.91 7.00 6.67
H 4.43 5.94 4.87
H 6.80 5.53 4.28
H 8.60 6.35 5.75
H 8.05 7.59 7.81
H 5.68 8.01 8.40
H 3.88 7.18 6.93
C -0.78 -0.65 -8.16
C -1.51 0.20 -8.97
C -1.75 1.51 -8.56
C -1.27 1.95 -7.33
C -0.54 1.09 -6.52
C -0.29 -0.21 -6.93
H -0.58 -1.67 -8.48
H -1.89 -0.14 -9.92
H -2.32 2.18 -9.19
H -1.46 2.97 -7.01
H -0.17 1.44 -5.57
H 0.27 -0.88 -6.30
C -7.92 -4.00 1.42
C -6.55 -3.82 1.46
C -6.02 -2.58 1.79
C -6.87 -1.52 2.09
C -8.25 -1.70 2.06
C -8.77 -2.94 1.72
H -8.34 -4.97 1.17
H -5.89 -4.64 1.22
H -4.95 -2.43 1.81
H -6.46 -0.55 2.35
H -8.91 -0.88 2.29
H -9.85 -3.09 1.70
C -8.85 -9.48 4.24
C -8.21 -9.06 3.09
C -8.03 -7.70 2.85
C -8.51 -6.77 3.76
C -9.16 -7.19 4.91
C -9.33 -8.55 5.15
H -8.99 -10.54 4.43
H -7.84 -9.79 2.38
H -7.52 -7.37 1.95
H -8.37 -5.71 3.58
H -9.53 -6.47 5.62
H -9.84 -8.88 6.05
*
```

Results
Energy   -71932.4265 eV
Gap between HOMO and LUMO   9.739 eV
Structure (SMILES)   CC(C)CCBCCO[Si](C)(C)C.c1ccccc1.c1ccccc1.c1ccccc1.c1ccccc1.c1ccccc1.c1ccccc1.c1ccccc1.c1ccccc1
Maximum force   0.020 hartree/bohr

Mulliken population analysis, charges in e, atoms 1 to 4: -1.837 2.110 -1.585 -0.216



(2)
This record from OMol25 describes a molecular structure, C2H12AsNOP at a distorted geometry. The level of theory is ωB97M-V with the def2-TZVPD basis set.

The geometry in ORCA input format:
```
! wB97M-V def2-TZVPD RIJCOSX def2/J DEFGRID3
* xyz -1 1
N -1.79 0.41 -1.49
P -0.78 -0.84 -1.66
As 0.69 -1.19 0.15
C 1.11 0.79 0.28
C 0.09 1.66 1.03
O -0.29 1.13 2.30
H -2.74 0.06 -1.49
H -0.05 -0.67 -2.89
H -1.54 -2.04 -1.80
H -0.57 -1.10 1.07
H 0.41 -2.75 -0.02
H 1.94 -1.38 -0.82
H 1.56 -1.53 1.42
H 2.06 0.87 0.83
H 1.31 1.20 -0.73
H 0.57 2.63 1.25
H -0.78 1.91 0.40
H -1.19 0.84 2.17
*
```

Results
Energy   -75928.7780 eV
Gap between HOMO and LUMO   7.210 eV
Maximum force   0.041 hartree/bohr

natural (NBO) population analysis, charges in e, atoms 1 to 4: -1.388 0.863 0.546 -0.760



(3)
This record from OMol25 describes a molecular structure, C26H52AsGeN4RhSeSi3 at a distorted geometry. The level of theory is ωB97M-V with the def2-TZVPD basis set.

The geometry in ORCA input format:
```
! wB97M-V def2-TZVPD RIJCOSX def2/J DEFGRID3
* xyz 3 6
Rh -0.34 -0.51 -0.46
C 5.05 1.26 1.13
Si 3.89 0.34 -0.06
C 4.14 0.81 -1.89
C 3.55 -1.50 0.30
Ge 1.25 1.04 0.50
Si 1.20 0.76 3.26
C 2.30 2.13 3.99
C 1.64 -1.05 3.63
C -0.69 1.01 3.32
Si 1.19 3.78 0.18
C 0.89 3.80 -1.69
C 2.92 4.40 0.68
C -0.32 4.42 1.16
H 6.07 0.91 0.95
H 4.83 1.08 2.17
H 5.06 2.33 0.96
H 5.20 0.83 -2.13
H 3.73 1.80 -2.12
H 3.66 0.09 -2.55
H 4.22 -2.13 -0.28
H 2.52 -1.77 0.04
H 3.71 -1.73 1.35
H 3.35 1.99 3.75
H 2.22 2.12 5.07
H 2.00 3.12 3.65
H 2.70 -1.27 3.53
H 1.08 -1.73 2.99
H 1.37 -1.28 4.66
H -0.98 2.05 3.27
H -1.11 0.61 4.24
H -1.16 0.48 2.49
H 1.81 3.62 -2.24
H 0.50 4.76 -2.02
H 0.18 3.03 -1.98
H 3.69 3.97 0.05
H 3.17 4.19 1.72
H 2.96 5.48 0.55
H -1.24 4.14 0.67
H -0.29 5.51 1.19
H -0.35 4.08 2.19
Se 1.30 1.64 -4.15
N 1.30 0.25 -5.16
C 1.05 -0.84 -4.45
C 0.93 -2.16 -4.92
C 0.65 -3.14 -3.99
C 0.48 -2.81 -2.64
N 0.56 -1.57 -2.17
C 0.85 -0.59 -3.05
N 0.95 0.68 -2.68
H 1.05 -2.37 -5.97
H 0.54 -4.17 -4.28
H 0.28 -3.58 -1.91
C -5.12 3.20 -2.89
C -4.05 2.34 -2.33
C -3.59 2.50 -1.02
C -2.59 1.68 -0.54
N -2.02 0.72 -1.28
C -2.46 0.55 -2.53
C -3.46 1.33 -3.08
H -5.18 4.15 -2.38
H -6.08 2.69 -2.76
H -4.99 3.36 -3.96
H -4.03 3.25 -0.38
H -2.22 1.78 0.47
H -2.00 -0.23 -3.11
H -3.79 1.14 -4.09
C -3.53 -1.45 2.40
C -2.30 -2.34 2.51
As -1.30 -2.47 0.81
C 0.02 -3.94 1.12
C -0.29 -4.93 2.24
C -2.65 -3.27 -0.40
C -3.00 -4.72 -0.09
H -3.99 -1.32 3.38
H -4.28 -1.91 1.76
H -3.29 -0.46 2.00
H -2.60 -3.36 2.75
H -1.64 -1.99 3.31
H 1.00 -3.48 1.29
H 0.08 -4.47 0.17
H -0.28 -4.46 3.22
H 0.47 -5.71 2.24
H -1.25 -5.41 2.09
H -2.27 -3.19 -1.42
H -3.55 -2.64 -0.33
H -2.12 -5.36 -0.18
H -3.73 -5.09 -0.81
H -3.43 -4.84 0.90
*
```

Results
Energy   -243082.3931 eV
Gap between HOMO and LUMO (alpha / beta)   6.387 / 6.276 eV
Maximum force   0.033 hartree/bohr

natural (NBO) population analysis, charges in e, atoms 1 to 4: 0.697 -1.143 1.589 -1.140



(4)
This record from OMol25 describes 5 unconnected molecules or ions with the total composition C20H39IN5O10P. The level of theory is ωB97M-V with the def2-TZVPD basis set.

The geometry in ORCA input format:
```
! wB97M-V def2-TZVPD RIJCOSX def2/J DEFGRID3
* xyz 0 1
O 3.48 -3.63 3.26
C 2.57 -2.90 3.04
O 2.27 -1.85 3.89
C 1.59 -3.14 1.90
C 0.69 -1.99 1.40
C 1.38 -0.63 1.10
C 2.73 -0.75 0.42
O 3.60 -1.49 0.73
I 3.10 0.65 -1.20
C 0.09 -2.52 0.04
N -1.37 -2.41 0.05
C -1.72 -2.46 1.43
O -2.75 -2.88 1.88
C -0.59 -1.87 2.29
P -1.40 -0.30 2.92
O -0.23 0.44 3.78
O -1.55 0.58 1.55
H 2.69 -1.04 3.56
H 0.92 -3.94 2.25
H 2.18 -3.58 1.09
H 1.54 -0.03 2.00
H 0.72 -0.05 0.45
H 0.49 -2.04 -0.87
H 0.32 -3.59 -0.01
H -1.65 -1.46 -0.25
H -0.52 -2.49 3.19
H 0.55 0.75 3.31
H -0.75 1.00 1.20
C -2.51 3.49 -2.05
N -2.08 2.20 -1.55
C -1.04 1.45 -1.97
C -0.17 1.99 -3.08
O -0.79 0.37 -1.44
H -2.48 4.24 -1.25
H -3.53 3.44 -2.43
H -1.85 3.81 -2.85
H -2.60 1.78 -0.79
H 0.61 1.26 -3.27
H -0.75 2.14 -4.00
H 0.29 2.93 -2.79
C -3.74 0.16 5.74
N -4.75 1.09 5.26
C -5.70 1.75 5.97
C -5.74 1.51 7.46
O -6.48 2.51 5.42
H -2.75 0.54 5.50
H -3.87 -0.80 5.25
H -3.82 0.03 6.81
H -4.78 1.29 4.27
H -6.55 2.11 7.88
H -5.93 0.46 7.68
H -4.80 1.81 7.93
C 4.08 -5.14 -3.35
N 3.17 -4.93 -2.24
C 2.06 -5.64 -1.91
C 1.70 -6.81 -2.80
O 1.39 -5.34 -0.94
H 5.09 -5.33 -2.98
H 4.11 -4.26 -3.99
H 3.76 -5.99 -3.94
H 3.36 -4.16 -1.61
H 0.80 -7.27 -2.40
H 1.51 -6.49 -3.82
H 2.50 -7.56 -2.80
C 2.70 6.35 -6.25
N 2.61 5.21 -5.35
C 1.88 5.09 -4.22
C 1.04 6.27 -3.80
O 1.91 4.05 -3.56
H 2.37 6.07 -7.25
H 3.72 6.71 -6.31
H 2.07 7.16 -5.89
H 3.15 4.39 -5.58
H 0.53 6.01 -2.88
H 1.66 7.15 -3.62
H 0.30 6.51 -4.56
*
```

Results
Energy   -66690.0740 eV
Gap between HOMO and LUMO   9.092 eV
Structure (SMILES)   O=C(O)C[C@@]1(CC(=O)I)CNC(=O)[C@@H]1P(O)O.CNC(C)=O.CNC(C)=O.CNC(C)=O.CNC(C)=O
Maximum force   0.017 hartree/bohr

Mulliken population analysis, charges in e, atoms 1 to 4: -0.555 0.074 -0.472 -1.391